This record from OMol25 describes C25H30LuN9SeSi as an isolated structure. The level of theory is ωB97M-V/def2-TZVPD.

Last column: Löwdin charge in e.
Geometry (Å):
1 Lu 7.05 -12.56 9.38  1.659
2 C 9.48 -12.84 9.00  -0.362
3 Si 9.66 -11.03 8.94  0.527
4 C 8.46 -10.38 7.57  -0.220
5 N 7.03 -10.59 7.91  -0.314
6 C 6.49 -9.53 8.84  -0.182
7 C 5.30 -8.78 8.28  -0.175
8 C 5.52 -8.30 6.85  -0.165
9 C 6.04 -9.43 5.93  -0.156
10 C 6.21 -10.74 6.67  -0.215
11 C 11.36 -10.31 8.58  -0.250
12 C 11.89 -10.27 7.29  -0.108
13 C 13.16 -9.80 7.03  -0.083
14 C 13.96 -9.39 8.09  -0.073
15 C 13.45 -9.38 9.37  -0.079
16 C 12.16 -9.82 9.63  -0.100
17 C 9.16 -10.37 10.64  -0.274
18 C 9.09 -8.99 10.89  -0.106
19 C 8.59 -8.50 12.09  -0.055
20 C 8.13 -9.35 13.07  -0.065
21 C 8.15 -10.72 12.85  -0.097
22 C 8.68 -11.22 11.66  -0.166
23 H 10.22 -13.32 9.67  0.011
24 H 9.59 -13.33 8.03  -0.021
25 H 8.69 -10.94 6.66  0.090
26 H 8.65 -9.32 7.35  0.108
27 H 7.31 -8.84 9.09  0.115
28 H 6.21 -10.06 9.77  0.082
29 H 5.08 -7.92 8.94  0.132
30 H 4.43 -9.43 8.34  0.105
31 H 6.22 -7.45 6.83  0.124
32 H 4.60 -7.85 6.46  0.119
33 H 7.00 -9.14 5.44  0.128
34 H 5.37 -9.61 5.09  0.120
35 H 6.69 -11.49 6.04  0.126
36 H 5.25 -11.17 7.04  0.052
37 H 11.28 -10.59 6.42  0.105
38 H 13.52 -9.78 6.00  0.115
39 H 14.98 -9.05 7.89  0.119
40 H 14.05 -9.04 10.22  0.118
41 H 11.79 -9.74 10.66  0.103
42 H 9.44 -8.28 10.14  0.123
43 H 8.58 -7.41 12.21  0.126
44 H 7.77 -8.96 14.02  0.121
45 H 7.77 -11.41 13.61  0.111
46 H 8.76 -12.29 11.52  0.073
47 N 4.91 -15.12 12.62  0.174
48 N 5.13 -13.77 12.29  -0.219
49 N 4.42 -12.79 12.82  0.169
50 C 4.79 -11.69 12.12  -0.081
51 N 5.71 -12.04 11.17  -0.110
52 N 5.91 -13.35 11.29  -0.037
53 H 4.64 -15.11 13.61  0.126
54 H 5.84 -15.56 12.51  0.126
55 H 4.41 -10.69 12.34  0.139
56 Se 3.23 -12.99 7.69  1.209
57 N 3.53 -14.45 6.59  -0.156
58 C 4.71 -14.99 6.85  -0.324
59 C 5.32 -16.10 6.19  0.074
60 C 6.60 -16.42 6.61  -0.016
61 C 7.29 -15.67 7.55  -0.020
62 N 6.80 -14.56 8.20  -0.022
63 C 5.53 -14.23 7.88  -0.469
64 N 5.02 -13.11 8.38  -0.337
65 H 4.75 -16.67 5.44  0.151
66 H 7.13 -17.29 6.20  0.141
67 H 8.29 -15.99 7.84  0.139

Relative energy (zero: lowest compared OMol25 entry of this formula, charge and spin) in kJ/mol: 0.0
Net charge: +2
Lowest unoccupied orbital energy in eV: -8.19

=====

This record from OMol25 describes C25H30N3SScSi2 as an isolated structure. The level of theory is ωB97M-V/def2-TZVPD.

Last column: Löwdin charge in e.
Geometry (Å):
1 Sc 0.44 -0.68 -0.28  0.933
2 C 1.98 -1.98 -2.12  -0.166
3 Si 3.00 -0.39 -1.90  0.396
4 C 3.46 -0.40 -0.07  -0.163
5 C 4.51 -0.43 -2.97  -0.156
6 N 1.88 0.82 -2.37  0.053
7 C 1.29 1.79 -1.79  -0.265
8 C 1.47 2.33 -0.41  -0.159
9 C 0.87 3.73 -0.33  -0.180
10 C -1.65 3.58 -0.82  -0.030
11 C -1.93 2.33 -0.50  -0.013
12 C -0.80 1.41 -0.92  -0.399
13 N -1.15 0.03 -1.29  -0.132
14 Si -2.62 -0.86 -1.28  0.368
15 C -2.60 -1.99 -2.77  -0.176
16 C -4.19 0.16 -1.32  -0.177
17 C -2.67 -1.97 0.25  -0.173
18 H 2.34 -2.83 -1.54  0.048
19 H 2.02 -2.25 -3.18  0.055
20 H 0.88 -1.91 -2.00  -0.003
21 H 4.02 -1.33 0.12  0.046
22 H 2.67 -0.36 0.69  0.015
23 H 4.11 0.44 0.19  0.047
24 H 5.24 -1.17 -2.63  0.037
25 H 5.00 0.55 -2.97  0.038
26 H 4.24 -0.66 -4.01  0.037
27 H 2.45 2.20 0.05  0.148
28 H 1.59 4.49 -0.63  0.138
29 H -2.25 4.44 -0.55  0.113
30 H -2.78 2.00 0.07  0.108
31 H -2.69 -1.42 -3.70  0.031
32 H -3.41 -2.73 -2.75  0.029
33 H -1.65 -2.54 -2.84  0.015
34 H -4.14 0.98 -2.03  0.034
35 H -4.46 0.57 -0.34  0.025
36 H -5.01 -0.50 -1.63  0.031
37 H -1.82 -2.66 0.35  0.015
38 H -3.56 -2.60 0.22  0.036
39 H -2.70 -1.38 1.18  0.036
40 S -0.49 0.49 4.05  1.057
41 C -0.30 -1.26 4.06  -0.473
42 C -0.50 -2.12 5.12  -0.097
43 C -0.30 -3.48 4.92  -0.106
44 C 0.08 -3.95 3.67  -0.102
45 C 0.28 -3.08 2.61  -0.047
46 C 0.08 -1.71 2.79  -0.337
47 N 0.24 -0.74 1.82  -0.069
48 C -0.04 0.54 2.34  -0.505
49 C 0.06 1.64 1.56  -0.250
50 C 0.05 3.04 1.95  -0.046
51 C 0.41 4.01 1.08  -0.052
52 C -0.28 3.67 -1.44  -0.159
53 C -0.10 2.26 -2.06  -0.100
54 C 0.40 1.38 0.15  -0.252
55 H -0.79 -1.74 6.09  0.106
56 H -0.45 -4.17 5.74  0.097
57 H 0.24 -5.01 3.52  0.099
58 H 0.59 -3.48 1.65  0.099
59 H -0.23 3.33 2.96  0.103
60 H 0.39 5.04 1.41  0.100
61 H -0.16 4.48 -2.16  0.136
62 H -0.53 2.08 -3.04  0.160

Relative energy (zero: lowest compared OMol25 entry of this formula, charge and spin) in kJ/mol: 0.0
Lowest unoccupied orbital energy in eV: 0.02

=====

This record from OMol25 describes a 5-piece molecular cluster, C25H30NO2P2 overall. The level of theory is ωB97M-V/def2-TZVPD.

Last column: Löwdin charge in e.
Geometry (Å):
1 N 6.78 0.51 1.41  0.034
2 C 5.76 -0.19 0.97  -0.287
3 O 4.40 -0.41 0.36  -0.449
4 P 3.76 -1.82 1.16  0.155
5 P 1.82 -0.74 1.40  0.562
6 O 0.70 -1.51 0.58  -0.620
7 H 4.12 -1.36 2.48  -0.062
8 H 3.16 -3.02 1.73  -0.062
9 H 3.34 -2.31 -0.14  -0.036
10 H 5.00 -2.55 1.07  -0.061
11 H 1.52 -0.59 2.81  -0.038
12 H 2.00 0.62 0.87  -0.049
13 C -4.65 -2.23 -0.43  -0.113
14 C -4.96 -3.49 0.07  -0.119
15 C -4.01 -4.21 0.80  -0.110
16 C -2.75 -3.66 1.03  -0.081
17 C -2.44 -2.40 0.53  -0.074
18 C -3.38 -1.68 -0.21  -0.090
19 H -5.39 -1.67 -1.00  0.091
20 H -5.95 -3.91 -0.10  0.090
21 H -4.25 -5.19 1.18  0.074
22 H -2.01 -4.22 1.60  0.104
23 H -1.45 -1.97 0.71  0.063
24 H -3.14 -0.70 -0.60  0.100
25 C -5.12 -8.64 3.96  -0.099
26 C -5.64 -8.49 5.25  -0.103
27 C -6.37 -7.35 5.58  -0.102
28 C -6.57 -6.35 4.63  -0.094
29 C -6.06 -6.49 3.35  -0.095
30 C -5.32 -7.63 3.01  -0.096
31 H -4.55 -9.53 3.70  0.099
32 H -5.49 -9.27 5.99  0.097
33 H -6.77 -7.23 6.59  0.097
34 H -7.14 -5.46 4.89  0.100
35 H -6.22 -5.72 2.60  0.092
36 H -4.92 -7.74 2.01  0.099
37 C 0.81 5.34 -1.71  -0.127
38 C 1.64 5.52 -0.60  -0.109
39 C 2.49 4.49 -0.19  -0.094
40 C 2.50 3.28 -0.89  -0.093
41 C 1.68 3.11 -1.99  -0.086
42 C 0.83 4.13 -2.40  -0.099
43 H 0.15 6.15 -2.03  0.095
44 H 1.63 6.47 -0.06  0.098
45 H 3.13 4.63 0.68  0.102
46 H 3.16 2.48 -0.57  0.094
47 H 1.69 2.16 -2.54  0.106
48 H 0.18 3.99 -3.26  0.098
49 C 4.08 6.23 -3.60  -0.077
50 C 5.31 6.26 -4.24  -0.091
51 C 5.59 7.27 -5.17  -0.104
52 C 4.64 8.25 -5.44  -0.109
53 C 3.40 8.22 -4.80  -0.102
54 C 3.12 7.20 -3.88  -0.087
55 H 3.86 5.44 -2.88  0.095
56 H 6.06 5.50 -4.02  0.102
57 H 6.56 7.29 -5.67  0.096
58 H 4.86 9.03 -6.16  0.095
59 H 2.66 8.98 -5.01  0.096
60 H 2.15 7.18 -3.38  0.084

Net charge: -1
Lowest unoccupied orbital energy in eV: 2.39

=====

Number 1: electronic energy -5389.35939 hartree. Number 2: electronic energy -2872.88374 hartree. Number 3: electronic energy -1858.44165 hartree.